103
Properties=species:S:1:pos:R:3 method="wB97M-V/def2-TZVPD" e_lumo_ha=-0.015 spin_multiplicity=1 total_energy_ev=-61841.5078 smiles="O=C1c2ccccc2C(=O)N1CB(O)O.COCCOC.COCCOC.COCCOC.COCCOC.COCCOC"
B -0.69 1.01 -2.08
H -9.12 6.25 5.38
H -10.21 4.78 2.50
H -9.82 0.84 5.05
O 9.11 1.70 -0.21
H 2.38 -1.77 1.28
N 1.68 0.32 -1.35
H -0.04 -3.91 -8.90
O -1.00 2.14 -2.80
H -0.55 -1.80 3.61
C 2.86 -0.47 -1.51
C 5.67 2.68 -1.76
O -6.61 -0.62 0.54
H 10.54 3.06 -0.71
H 7.19 1.27 -2.27
H -8.65 4.90 3.33
H -1.83 -1.82 -5.13
H -5.49 -2.86 1.30
C 8.17 1.59 0.84
H 0.75 -5.75 -5.42
C -4.46 -2.77 1.65
H 0.92 -3.50 2.13
H -10.27 2.46 5.65
C 3.54 1.75 -1.34
H 0.61 -3.86 -3.90
H -4.43 -2.98 2.72
O 2.91 -1.65 -1.52
H -10.10 5.27 6.49
C -9.49 2.92 3.26
H -5.18 0.84 0.85
H -6.12 -0.58 2.56
H -3.34 -0.44 -0.20
C 0.88 -0.42 2.03
H 12.32 2.15 0.67
C 4.34 2.88 -1.41
H 0.65 0.13 2.95
C 11.44 1.53 0.47
H 2.97 -0.57 2.44
O 1.44 2.42 -0.40
C 0.76 -4.74 -5.84
C 10.79 -0.57 1.36
C 2.10 1.60 -0.98
C -1.10 -1.51 2.72
H 1.42 -4.04 3.74
O 0.08 -4.80 -7.08
O -3.95 -1.47 1.45
O -10.35 4.81 4.53
O -0.22 -1.22 1.64
H 5.70 -0.72 -2.18
H -1.45 -2.74 -6.61
H 1.06 0.31 1.24
C 4.00 0.48 -1.63
C -5.39 0.01 0.17
H -3.84 -3.51 1.13
H 8.65 1.31 1.79
H -1.04 0.54 -0.27
H 1.59 -4.48 -8.47
H 7.63 2.53 0.97
H -8.66 4.56 5.73
O -1.53 0.55 -1.10
H 11.65 -1.17 1.04
H 11.67 0.89 -0.38
H 6.32 3.54 -1.82
H -8.77 1.69 6.20
H 10.06 3.10 0.99
H -10.48 2.44 3.26
H 1.81 -4.45 -5.98
C -1.07 -2.01 -5.89
H -0.21 2.70 -2.81
C 0.09 -3.81 -4.86
C 10.27 2.44 0.15
H -4.43 -1.78 -0.55
O 0.14 -2.46 -5.30
C 0.69 0.24 -2.43
C -9.43 1.82 5.35
H -0.95 -4.11 -4.70
C -6.97 -0.42 1.90
C 0.68 -4.00 -8.09
H -5.53 0.42 -0.83
O 11.20 0.76 1.64
H -7.75 -1.13 2.15
H -1.71 -0.62 2.94
H 0.93 -3.00 -7.72
C 2.14 -1.24 2.21
C 5.33 0.28 -1.98
C -9.64 4.42 3.36
H 10.02 -0.60 0.59
O -8.68 2.40 4.30
O 2.03 -2.16 3.28
H 10.39 -0.99 2.28
H 2.62 -3.96 2.44
C -9.50 5.24 5.58
H 1.13 0.69 -3.33
H 0.45 -0.79 -2.67
H 3.93 3.85 -1.20
H -1.76 -2.31 2.42
H -7.35 0.60 2.04
C 6.15 1.40 -2.02
C 1.73 -3.48 2.86
H -9.00 2.68 2.31
H 7.46 0.81 0.56
C -4.23 -0.96 0.15
H -0.86 -1.08 -6.42

26
Properties=species:S:1:pos:R:3 method="wB97M-V/def2-TZVPD" e_lumo_ha=0.037 e_above_lowest_kcal_mol=51.11 spin_multiplicity=1 total_energy_ev=-10627.5273 smiles=Cc1ccccc1.CCC
C -0.94 -0.02 -2.83
H -0.60 -3.18 1.20
H -0.51 2.44 0.76
H -0.75 1.21 2.02
H 1.33 -1.25 -1.98
C -1.76 -0.92 -0.70
C -1.76 -1.79 0.33
H 1.68 1.72 0.07
C -0.23 1.47 1.10
H -1.97 -0.22 -3.29
H -0.95 1.01 -2.51
H 1.50 -3.03 -0.40
H 2.88 1.71 2.39
H -2.47 -1.75 1.12
H 1.94 3.22 1.97
C -0.75 -0.78 -1.60
C 0.57 -2.38 -0.36
H -0.43 0.80 0.22
C 1.25 1.49 1.03
H -0.06 -0.13 -3.51
H 1.51 0.41 1.25
C 1.91 2.25 2.18
H 1.41 1.98 3.18
C -0.58 -2.48 0.46
H -2.63 -0.33 -0.78
C 0.42 -1.46 -1.33

25
Properties=species:S:1:pos:R:3 method="wB97M-V/def2-TZVPD" e_lumo_ha=-0.317 e_above_lowest_kcal_mol=167.01 spin_multiplicity=1 total_charge=+1 total_energy_ev=-9464.7923
N -0.77 -0.53 0.26
C 2.19 -0.89 -1.47
N 1.32 0.56 1.53
C -3.18 -0.25 0.95
H 4.01 0.15 -0.69
H -1.65 0.97 -1.87
H -3.99 0.49 1.09
H -1.79 1.23 0.76
H -2.57 -0.64 -1.58
H -0.83 -1.28 1.00
H 2.70 -1.87 -1.47
H 1.53 -0.11 2.29
H 3.42 -0.86 0.41
C 3.08 -0.16 -0.32
H -3.47 -1.26 0.56
C -2.01 0.30 0.16
H 1.60 1.61 -0.06
C 2.31 1.01 0.55
H 2.80 1.78 1.09
C -2.42 0.38 -1.27
H 1.13 -0.93 -0.94
H 2.17 -0.32 -2.43
H -2.74 -0.41 1.93
H -3.35 0.89 -1.44
H 0.52 0.11 0.96

9
Properties=species:S:1:pos:R:3 method="wB97M-V/def2-TZVPD" e_lumo_ha=0.148 e_above_lowest_kcal_mol=68.89 spin_multiplicity=1 total_charge=-1 total_energy_ev=-25624.8047 smiles="N=[S@](=O)([O-])C(F)(F)F"
C -0.79 0.26 -0.64
O -0.20 -1.72 1.32
N 1.86 0.04 0.38
H 2.05 -0.79 -0.36
O -0.03 1.01 1.75
S 0.38 -0.06 0.82
F -0.57 1.58 -1.04
F -0.64 -0.41 -1.90
F -2.06 0.09 -0.32

21
Properties=species:S:1:pos:R:3 method="wB97M-V/def2-TZVPD" e_lumo_ha=0.031 e_above_lowest_kcal_mol=89.17 spin_multiplicity=1 total_energy_ev=-13235.4623 smiles=CC(C)(C)c1cocc1F
H -0.33 -2.36 -0.49
H 0.79 2.45 0.58
H -1.74 -1.54 0.56
H -1.71 1.83 -0.55
C 0.99 1.48 0.83
C -0.55 -0.15 -0.49
H -1.78 -1.74 -1.41
H -2.64 0.34 -0.70
F 1.78 -2.10 1.40
H -1.86 0.68 0.99
C 0.53 0.25 0.50
C -0.10 0.09 -1.91
C 2.50 0.21 1.93
O 2.08 1.47 1.70
H -0.02 1.21 -1.90
C 1.80 -0.77 1.32
C -1.78 0.80 -0.06
C -1.14 -1.54 -0.44
H 0.88 -0.45 -2.08
H -1.02 -0.23 -2.48
H 3.32 0.06 2.71

49
Properties=species:S:1:pos:R:3 method="wB97M-V/def2-TZVPD" e_lumo_ha=0.109 e_above_lowest_kcal_mol=0.00 spin_multiplicity=1 total_charge=-1 total_energy_ev=-40740.9549
H 6.50 1.75 1.04
H 4.05 -1.41 2.94
H 5.63 2.70 -0.19
C 4.54 1.04 0.69
C -1.63 2.36 0.35
H 0.69 -3.00 -0.94
H -1.33 0.95 1.90
C -5.03 1.75 -1.77
C 3.61 -0.84 2.12
H 1.73 -0.96 -0.27
C 5.80 1.71 0.21
H -4.23 2.37 -1.39
C -0.67 -1.98 1.11
H 3.02 0.67 -0.80
H 3.44 -2.87 1.31
Al -1.44 -0.63 -0.21
H 2.73 -0.36 2.55
C 1.60 -3.05 -0.35
C 3.26 -1.84 1.01
H -5.05 0.43 -0.08
Cl -2.09 3.79 1.43
H -1.29 -1.87 2.01
N -6.46 -0.15 -1.45
H 3.93 -1.65 0.18
C -6.63 1.17 -3.44
C 0.76 -1.61 1.54
H -2.82 -1.14 -0.89
C 1.83 -1.77 0.45
H 3.25 2.37 -0.33
C -5.61 2.00 -3.00
C -1.89 1.02 0.97
H 0.73 -0.55 1.81
H 2.46 -3.26 -0.98
H -0.78 -3.01 0.80
H -7.80 -0.56 -2.94
H 2.42 1.23 0.74
H -7.11 1.33 -4.40
H -2.95 1.01 1.23
C -7.01 0.12 -2.63
C 4.62 0.20 1.74
C -5.48 0.67 -1.04
H 1.49 -3.90 0.32
H -0.37 -0.26 -1.37
H -5.28 2.84 -3.61
H 6.27 1.07 -0.53
C 3.23 1.35 0.03
H 5.48 0.32 2.39
H 1.05 -2.13 2.46
O -1.19 2.59 -0.75

56
Properties=species:S:1:pos:R:3 method="wB97M-V/def2-TZVPD" e_lumo_ha=0.011 e_above_lowest_kcal_mol=28.62 spin_multiplicity=1 total_energy_ev=-28394.7629 smiles=CC(C)O.CC(C)O.CC(C)O.OCCO.OCCO
O 4.25 2.18 0.26
H -0.22 -1.96 0.65
H 0.70 5.15 2.68
H 3.43 0.82 -0.96
H 0.01 -7.85 1.88
H 1.20 1.01 2.57
H 2.14 3.08 1.07
H 2.84 2.46 -2.84
H -0.61 3.83 -5.66
H -1.46 2.35 -2.31
C -1.29 -5.65 1.25
H -1.57 0.57 -0.29
H 3.51 3.72 -1.77
C -1.36 -0.50 -0.29
O -1.04 -0.79 -1.63
H -1.12 -7.83 3.26
H 0.71 -0.49 0.11
O -0.82 1.90 -2.87
H -0.57 4.15 3.62
C -1.02 -8.01 2.19
H -3.43 -0.96 -0.64
H -0.76 -5.58 0.30
H 0.04 1.69 3.75
O -2.15 4.27 -4.41
H -2.95 -0.48 0.97
C -1.20 3.32 -4.89
H 4.86 1.62 -1.67
H -2.78 3.95 -3.77
H -0.74 -5.46 2.18
H 0.06 3.71 -3.26
H -2.80 -6.82 2.29
C -1.97 -7.00 1.61
O 2.17 3.42 1.97
H 0.60 2.25 -4.23
H 4.73 3.01 0.20
C -0.23 2.81 -3.81
H 1.81 2.04 3.97
H -0.41 -0.44 1.54
C 0.83 3.14 2.48
C 1.01 1.83 3.26
H -1.30 -9.06 2.06
C -2.65 -1.08 0.11
C -0.21 -0.87 0.56
H -0.70 -0.02 -2.09
O 1.75 2.96 -1.12
C 3.01 2.75 -1.80
H -2.52 -2.14 0.33
C 3.97 1.76 -1.06
H -2.13 -4.95 1.24
H 1.42 2.11 -0.83
H 1.09 4.40 4.18
H -2.40 -6.77 -0.26
H 0.10 3.07 1.68
C 0.46 4.29 3.30
O -2.61 -7.42 0.41
H -1.68 2.52 -5.47

81
Properties=species:S:1:pos:R:3 method="wB97M-V/def2-TZVPD" e_lumo_ha="-0.190 / -0.355" e_above_lowest_kcal_mol=0.00 s_squared=8.79 spin_multiplicity=6 total_charge=+2 total_energy_ev=-87398.4232
C -0.07 3.57 -8.63
C 1.43 2.57 4.11
H -2.05 1.25 -1.94
C 0.67 -2.25 -10.01
H 2.69 -2.42 -1.95
C 1.29 1.77 -7.75
N 2.48 -1.01 -0.33
Ir 0.67 -0.12 -0.63
C 2.61 0.46 1.47
H 0.12 -0.26 -9.35
Si 0.56 0.28 -2.89
C 2.12 3.13 -9.57
H -0.82 2.69 0.87
H 2.90 3.36 -10.30
H 3.04 -2.32 -6.91
Cl 2.58 0.69 -3.24
C 1.53 -1.20 -7.99
C -0.59 3.35 2.96
C 0.17 -2.51 -3.50
C -0.50 1.78 -3.35
Si 1.50 0.20 -6.79
H -2.73 -2.03 -6.03
H -1.64 -0.05 -5.02
C -0.51 -3.63 -4.00
H -1.08 -0.29 2.50
H -2.08 0.81 0.24
C 0.72 -1.16 -9.14
H 2.58 0.15 -5.77
C -1.60 -3.45 -4.86
H -0.18 -4.63 -3.71
C 0.10 2.51 -7.73
C -0.24 -1.21 -3.81
H 0.01 -2.22 -10.88
H -0.70 2.26 -7.03
C -0.25 -1.86 1.15
H 4.91 -1.37 1.93
H 3.61 0.82 3.28
C 0.22 3.29 4.11
H 1.02 -2.67 -2.81
C -0.13 2.67 -4.38
H -0.79 4.25 -5.69
H 2.08 2.49 4.98
N 2.82 1.05 2.68
S 4.46 -2.64 -0.23
H -2.98 4.54 -4.56
C -2.28 3.78 -4.21
C 2.34 -3.39 -8.67
C 0.92 3.86 -9.58
H 0.24 0.06 -6.07
C -1.46 -0.08 0.31
H -3.57 3.08 -2.62
C 3.20 -0.65 0.80
H 1.43 -4.23 -10.45
H -0.98 4.18 -8.59
C 4.28 -1.48 1.06
C -0.92 -0.68 1.50
C 0.93 1.91 1.81
H 0.86 2.59 -4.84
H -0.10 3.81 5.02
C -0.24 2.65 1.79
C -0.36 -2.06 -0.27
C 2.37 -2.32 -7.77
H 0.76 4.65 -10.32
H 0.26 -2.55 1.82
H 0.00 -2.90 -0.85
H -2.15 -4.32 -5.21
H 2.99 -4.25 -8.51
H 3.27 1.57 -8.60
N 1.47 0.96 0.92
C -1.22 -0.99 -0.79
C 2.32 2.12 -8.63
C -1.04 3.62 -4.83
H -1.71 -0.96 -1.75
C 1.47 -3.37 -9.77
C -1.95 -2.17 -5.27
H -1.50 3.95 2.98
C 3.03 -2.06 -0.98
C -2.62 2.95 -3.13
C -1.31 -1.05 -4.72
C 1.78 1.93 2.94
C -1.74 1.93 -2.73

What did the first record say?
103
Properties=species:S:1:pos:R:3 method="wB97M-V/def2-TZVPD" e_lumo_ha=-0.015 spin_multiplicity=1 total_energy_ev=-61841.5078 smiles="O=C1c2ccccc2C(=O)N1CB(O)O.COCCOC.COCCOC.COCCOC.COCCOC.COCCOC"
B -0.69 1.01 -2.08
H -9.12 6.25 5.38
H -10.21 4.78 2.50
H -9.82 0.84 5.05
O 9.11 1.70 -0.21
H 2.38 -1.77 1.28
N 1.68 0.32 -1.35
H -0.04 -3.91 -8.90
O -1.00 2.14 -2.80
H -0.55 -1.80 3.61
C 2.86 -0.47 -1.51
C 5.67 2.68 -1.76
O -6.61 -0.62 0.54
H 10.54 3.06 -0.71
H 7.19 1.27 -2.27
H -8.65 4.90 3.33
H -1.83 -1.82 -5.13
H -5.49 -2.86 1.30
C 8.17 1.59 0.84
H 0.75 -5.75 -5.42
C -4.46 -2.77 1.65
H 0.92 -3.50 2.13
H -10.27 2.46 5.65
C 3.54 1.75 -1.34
H 0.61 -3.86 -3.90
H -4.43 -2.98 2.72
O 2.91 -1.65 -1.52
H -10.10 5.27 6.49
C -9.49 2.92 3.26
H -5.18 0.84 0.85
H -6.12 -0.58 2.56
H -3.34 -0.44 -0.20
C 0.88 -0.42 2.03
H 12.32 2.15 0.67
C 4.34 2.88 -1.41
H 0.65 0.13 2.95
C 11.44 1.53 0.47
H 2.97 -0.57 2.44
O 1.44 2.42 -0.40
C 0.76 -4.74 -5.84
C 10.79 -0.57 1.36
C 2.10 1.60 -0.98
C -1.10 -1.51 2.72
H 1.42 -4.04 3.74
O 0.08 -4.80 -7.08
O -3.95 -1.47 1.45
O -10.35 4.81 4.53
O -0.22 -1.22 1.64
H 5.70 -0.72 -2.18
H -1.45 -2.74 -6.61
H 1.06 0.31 1.24
C 4.00 0.48 -1.63
C -5.39 0.01 0.17
H -3.84 -3.51 1.13
H 8.65 1.31 1.79
H -1.04 0.54 -0.27
H 1.59 -4.48 -8.47
H 7.63 2.53 0.97
H -8.66 4.56 5.73
O -1.53 0.55 -1.10
H 11.65 -1.17 1.04
H 11.67 0.89 -0.38
H 6.32 3.54 -1.82
H -8.77 1.69 6.20
H 10.06 3.10 0.99
H -10.48 2.44 3.26
H 1.81 -4.45 -5.98
C -1.07 -2.01 -5.89
H -0.21 2.70 -2.81
C 0.09 -3.81 -4.86
C 10.27 2.44 0.15
H -4.43 -1.78 -0.55
O 0.14 -2.46 -5.30
C 0.69 0.24 -2.43
C -9.43 1.82 5.35
H -0.95 -4.11 -4.70
C -6.97 -0.42 1.90
C 0.68 -4.00 -8.09
H -5.53 0.42 -0.83
O 11.20 0.76 1.64
H -7.75 -1.13 2.15
H -1.71 -0.62 2.94
H 0.93 -3.00 -7.72
C 2.14 -1.24 2.21
C 5.33 0.28 -1.98
C -9.64 4.42 3.36
H 10.02 -0.60 0.59
O -8.68 2.40 4.30
O 2.03 -2.16 3.28
H 10.39 -0.99 2.28
H 2.62 -3.96 2.44
C -9.50 5.24 5.58
H 1.13 0.69 -3.33
H 0.45 -0.79 -2.67
H 3.93 3.85 -1.20
H -1.76 -2.31 2.42
H -7.35 0.60 2.04
C 6.15 1.40 -2.02
C 1.73 -3.48 2.86
H -9.00 2.68 2.31
H 7.46 0.81 0.56
C -4.23 -0.96 0.15
H -0.86 -1.08 -6.42

Please write out number 5 again, unchanged.
21
Properties=species:S:1:pos:R:3 method="wB97M-V/def2-TZVPD" e_lumo_ha=0.031 e_above_lowest_kcal_mol=89.17 spin_multiplicity=1 total_energy_ev=-13235.4623 smiles=CC(C)(C)c1cocc1F
H -0.33 -2.36 -0.49
H 0.79 2.45 0.58
H -1.74 -1.54 0.56
H -1.71 1.83 -0.55
C 0.99 1.48 0.83
C -0.55 -0.15 -0.49
H -1.78 -1.74 -1.41
H -2.64 0.34 -0.70
F 1.78 -2.10 1.40
H -1.86 0.68 0.99
C 0.53 0.25 0.50
C -0.10 0.09 -1.91
C 2.50 0.21 1.93
O 2.08 1.47 1.70
H -0.02 1.21 -1.90
C 1.80 -0.77 1.32
C -1.78 0.80 -0.06
C -1.14 -1.54 -0.44
H 0.88 -0.45 -2.08
H -1.02 -0.23 -2.48
H 3.32 0.06 2.71